DFT (ωB97M-V/def2-TZVPD) results for 11 unconnected molecules or ions with the total composition C28H64Cl10N5O9P.

Geometry as XYZ:
```
117
Properties=species:S:1:pos:R:3:lowdin_charge:R:1
C -2.9595 -0.1680 -1.8623 -0.09
O -4.1277 -0.2091 -2.7176 -0.20
P -4.0584 0.7178 -3.9916 0.39
O -2.7694 0.7610 -4.7170 -0.22
O -5.3384 0.3115 -4.8632 -0.21
C -6.6575 0.3545 -4.2954 -0.08
O -4.5041 2.1492 -3.4084 -0.26
C -4.2929 3.2763 -4.3024 -0.08
H -2.8796 0.8172 -1.4036 0.07
H -2.0655 -0.3963 -2.4358 0.03
H -3.0567 -0.9742 -1.1367 0.06
H -7.0473 -0.6507 -4.4107 0.09
H -7.2704 1.0804 -4.8306 0.09
H -6.6412 0.7339 -3.2742 0.08
H -5.2613 3.7673 -4.4001 0.09
H -3.9263 3.0279 -5.2947 0.08
H -3.5927 3.8977 -3.7464 0.08
C 0.9714 4.9707 7.5392 -0.07
N 0.8327 5.1132 6.0983 0.01
C 0.9333 4.1542 5.1524 -0.54
C 1.3528 2.7101 5.4457 0.00
O 0.7856 4.4414 3.9642 0.00
H 1.7445 5.6456 7.9056 0.08
H 1.1456 3.9419 7.8383 0.07
H 0.0490 5.2740 8.0423 0.08
H 0.6995 6.0494 5.7552 0.14
H 0.9600 2.0594 4.6705 0.05
H 0.9497 2.3358 6.3873 0.07
H 2.4367 2.7531 5.3443 0.09
C 3.2531 2.3430 -2.2297 -0.06
N 3.1825 3.1100 -0.9925 0.04
C 3.5946 2.6594 0.1965 -0.55
C 3.3700 3.5811 1.3863 0.01
O 4.0133 1.5355 0.4232 0.01
H 2.5155 2.7523 -2.9209 0.08
H 2.9856 1.2951 -2.1218 0.04
H 4.2119 2.4306 -2.7424 0.09
H 3.0181 4.0938 -1.1040 0.13
H 4.3069 3.8651 1.8682 0.08
H 2.7413 3.1417 2.1584 0.07
H 2.9020 4.5307 1.1118 0.08
C -4.2050 -3.4040 -0.2879 -0.06
N -3.3080 -3.9135 0.7292 0.02
C -2.3540 -3.1636 1.3231 -0.57
C -1.2802 -3.8611 2.1239 0.02
O -2.3709 -1.9411 1.3046 -0.03
H -3.6451 -3.3914 -1.2303 0.07
H -4.5067 -2.3791 -0.0961 0.06
H -5.0500 -4.0739 -0.4183 0.09
H -3.0097 -4.8754 0.7724 0.13
H -0.2974 -3.5151 1.8212 0.08
H -1.3506 -4.9511 2.1477 0.08
H -1.5339 -3.5879 3.1525 0.07
C 3.9323 -1.4751 -1.4694 -0.08
N 5.0146 -0.6084 -1.0791 0.01
C 6.1770 -0.5303 -1.7600 -0.56
C 7.1318 0.5220 -1.2385 0.00
O 6.4127 -1.1517 -2.7868 0.02
H 4.3594 -2.4648 -1.6490 0.07
H 3.4598 -1.1068 -2.3822 0.02
H 3.1801 -1.6459 -0.7017 0.08
H 4.8954 0.1113 -0.3728 0.07
H 7.5479 1.0633 -2.0857 0.08
H 7.9730 0.0792 -0.7042 0.08
H 6.6056 1.1930 -0.5604 0.06
C 2.7724 -4.1315 -3.2839 -0.06
N 1.3778 -3.8115 -3.0609 0.02
C 0.7962 -3.7697 -1.8653 -0.57
C -0.6987 -3.5280 -1.8653 -0.01
O 1.3972 -3.8944 -0.8066 0.02
H 3.3242 -3.6914 -2.4574 0.04
H 3.1892 -3.7811 -4.2236 0.09
H 2.9746 -5.2051 -3.2455 0.09
H 0.8394 -3.6047 -3.8839 0.12
H -1.1686 -4.4779 -1.5998 0.09
H -1.1190 -3.2963 -2.8487 0.07
H -1.0347 -2.7530 -1.1814 0.05
Cl 2.7482 -1.3301 3.4948 0.54
C 4.1288 -2.4228 3.2686 -0.65
C 3.6818 -3.7970 2.8463 -0.67
Cl 3.0108 -4.7541 4.1942 0.54
H 4.6858 -2.4329 4.2016 0.07
H 4.7566 -1.9899 2.4931 0.07
H 4.4552 -4.3807 2.3420 0.08
H 2.9546 -3.7739 2.0335 0.06
Cl -0.5289 -0.6489 4.7417 0.55
C -1.9868 0.2505 5.2299 -0.62
C -3.0751 -0.0104 4.1971 -0.69
Cl -3.7630 -1.6346 4.3211 0.58
H -1.7126 1.3030 5.2441 0.07
H -2.2270 -0.1573 6.2071 0.06
H -2.6808 0.1017 3.1902 0.03
H -3.9118 0.6754 4.3347 0.06
Cl 1.9166 -0.7504 -4.4986 0.58
C 0.1722 -0.4130 -4.7966 -0.66
C 0.0022 -0.1670 -6.2829 -0.67
Cl 0.2159 -1.6603 -7.2464 0.53
H -0.0817 0.4935 -4.2527 0.04
H -0.4600 -1.2172 -4.4334 0.05
H 0.6174 0.6130 -6.7228 0.07
H -1.0142 0.1903 -6.4611 0.05
Cl -0.6603 2.2786 0.5365 0.57
C 0.3945 0.9641 1.0895 -0.61
C 0.1114 -0.2582 0.2395 -0.63
Cl 0.3506 -0.0143 -1.5050 0.66
H 0.1358 0.8442 2.1361 0.04
H 1.4087 1.3107 0.8952 0.04
H -0.9131 -0.5704 0.4629 0.03
H 0.6571 -1.1216 0.6256 0.07
Cl -5.2466 0.2176 1.5104 0.58
C -4.1382 1.6095 1.2134 -0.63
C -4.8731 2.4842 0.2105 -0.66
Cl -3.7810 3.7392 -0.4442 0.56
H -3.2186 1.1856 0.8270 0.01
H -4.0708 2.0915 2.1820 0.07
H -5.7274 2.9458 0.7020 0.07
H -5.2679 1.9386 -0.6428 0.05
```

Summary:
energy: -6999.694165 a.u.
SMILES: COP(=O)(OC)OC.CNC(C)=O.CNC(C)=O.CNC(C)=O.CNC(C)=O.CNC(C)=O.ClCCCl.ClCCCl.ClCCCl.ClCCCl.ClCCCl
maximum force: 1.8 eV Å⁻¹

=====

DFT (ωB97M-V/def2-TZVPD) results for a molecular structure, C39H29Co2O5PS.

Geometry as XYZ:
```
77
Properties=species:S:1:pos:R:3:lowdin_charge:R:1
C -2.6811 -1.1656 3.9782 -0.07
C -1.3746 -0.5011 3.5692 -0.28
C -0.2135 -1.2225 3.2010 -0.04
C 0.8427 -0.5777 2.5239 -0.10
C 0.7958 0.8129 2.2713 -0.61
S 1.8621 1.6858 1.2118 0.93
C -0.2627 1.5559 2.8836 -0.11
C -1.3231 0.9146 3.5345 -0.05
H -3.4315 -0.3752 4.1893 0.07
H -3.1396 -1.8548 3.2323 0.08
H -2.5007 -1.7402 4.9109 0.08
H -0.1488 -2.3083 3.3893 0.12
H 1.7312 -1.1148 2.1622 0.09
H -0.2204 2.6449 2.7689 0.10
H -2.1685 1.4935 3.9422 0.11
O 0.5278 -0.1797 -0.8320 0.14
C 1.5963 0.1491 -0.5011 -0.32
Co 3.3780 0.5117 -0.3668 0.04
C 4.5025 2.1043 0.1002 -0.24
O 4.4448 3.1782 0.6172 0.05
C 3.7177 -1.0951 0.2133 -0.07
O 3.6734 -2.2312 0.5598 0.10
C 4.1705 0.8164 -2.0692 -0.18
C 2.9593 1.3841 -1.9284 -0.23
C 1.7703 2.0153 -2.0440 -0.08
C 1.6778 3.4625 -1.9491 -0.21
C 0.3756 4.0103 -2.1138 -0.04
C 0.0744 5.3041 -1.6872 -0.09
C 1.0480 6.0428 -0.9663 -0.09
C 2.3466 5.5108 -0.7804 -0.07
C 2.6970 4.3193 -1.4455 -0.04
Co 5.7875 1.7121 -1.3774 -0.10
C 6.6884 3.1170 -0.7594 -0.16
O 7.1117 4.0700 -0.2579 0.14
C 6.3940 1.7371 -3.0008 -0.18
O 6.8224 1.7427 -4.0777 0.14
P 6.9531 0.1320 -0.5885 1.06
C 7.2035 -0.0547 1.2279 -0.32
C 8.1590 -0.9664 1.7018 -0.09
C 8.3698 -1.0957 3.0748 -0.07
C 7.6557 -0.3118 3.9786 -0.08
C 6.7241 0.6022 3.5041 -0.07
C 6.4975 0.7441 2.1361 -0.07
C 6.5647 -1.5590 -1.1613 -0.35
C 6.3370 -2.6098 -0.2661 -0.12
C 6.0629 -3.8920 -0.7501 -0.07
C 5.9996 -4.1391 -2.1277 -0.07
C 6.1613 -3.0718 -3.0238 -0.07
C 6.4591 -1.7873 -2.5472 -0.11
C 8.7100 0.3170 -1.1396 -0.31
C 9.4118 -0.7125 -1.7864 -0.08
C 10.7112 -0.4653 -2.2441 -0.08
C 11.3226 0.7762 -2.0188 -0.08
C 10.6317 1.7843 -1.3321 -0.07
C 9.3344 1.5457 -0.8696 -0.09
H 4.3800 0.0756 -2.8273 0.08
H 0.8033 1.4889 -2.2041 0.13
H -0.3742 3.3892 -2.6248 0.12
H -0.9196 5.7348 -1.8877 0.10
H 0.7426 6.9418 -0.4106 0.10
H 3.0884 6.0214 -0.1405 0.11
H 3.7489 4.0638 -1.5845 0.10
H 8.7276 -1.5609 0.9799 0.11
H 9.1086 -1.8090 3.4153 0.10
H 7.8238 -0.4272 5.0441 0.11
H 6.1622 1.2201 4.1925 0.11
H 5.7694 1.4828 1.7898 0.07
H 6.3850 -2.4286 0.8103 0.10
H 5.8777 -4.6938 -0.0307 0.11
H 5.7819 -5.1532 -2.4934 0.11
H 6.0771 -3.2476 -4.1007 0.11
H 6.6182 -0.9710 -3.2628 0.10
H 8.9537 -1.6921 -1.9520 0.10
H 11.2423 -1.2547 -2.7774 0.10
H 12.3357 0.9661 -2.3907 0.10
H 11.1010 2.7533 -1.1431 0.11
H 8.8055 2.3292 -0.3155 0.08
```

Summary:
energy: -5384.587016 a.u.
maximum force: 6.8 eV Å⁻¹

=====

DFT (ωB97M-V/def2-TZVPD) results for F2HOPS in the gas phase.

Geometry as XYZ:
```
6
Properties=species:S:1:pos:R:3:nbo_charge:R:1
O 1.1723 -0.3868 -0.0986 -0.97
P -0.3378 0.0148 0.0619 2.06
F -0.5741 -0.3999 1.5854 -0.55
F -1.0314 -1.2990 -0.5170 -0.55
S -0.9155 1.7482 -0.5505 -0.52
H 1.6865 0.3228 -0.4811 0.53
```

Summary:
energy: -1015.245212 a.u.
SMILES: OP(F)(F)=S
maximum force: 1.8 eV Å⁻¹

=====

DFT (ωB97M-V/def2-TZVPD) results for a molecular structure, C8H17CuO7.

Geometry as XYZ:
```
33
Properties=species:S:1:pos:R:3:nbo_charge:R:1
Cu 1.0918 0.6406 1.4308 0.91
C -2.7380 -0.5899 1.6875 -0.64
C -2.2151 0.3365 2.8407 -0.03
O -1.0655 1.0249 2.4638 -1.03
H -3.1904 0.0568 0.9357 0.18
H -3.4947 -1.3052 2.0099 0.18
H -2.0555 -1.2876 1.2023 0.19
H -2.0701 -0.4332 3.5988 0.11
H -3.0335 1.0123 3.0888 0.13
C -1.8686 2.4914 -0.8711 -0.28
O -1.0687 3.4378 -1.5444 -0.49
C 0.3124 3.2349 -1.4902 1.01
O 0.9347 2.3188 -0.8560 -0.72
O 0.8690 4.1590 -2.1956 -0.48
C 2.2757 4.2218 -2.3778 -0.25
H -2.7254 2.9928 -0.4208 0.19
H -1.3583 2.0683 -0.0058 0.24
H -2.2988 1.7107 -1.4983 0.18
H 2.7356 3.2835 -2.6880 0.20
H 2.6752 4.4748 -1.3958 0.19
H 2.4255 5.0219 -3.1028 0.20
C 3.1717 -2.5426 0.1555 -0.27
O 1.9819 -3.1509 -0.0744 -0.49
C 0.8905 -2.4255 0.0651 1.03
O 0.8550 -1.2441 0.3603 -0.71
O -0.2216 -3.1110 -0.1445 -0.49
C -0.3714 -4.5147 -0.4155 -0.25
H 3.6260 -2.1934 -0.7717 0.19
H 3.9270 -3.2872 0.4068 0.20
H 3.1886 -1.7592 0.9131 0.20
H 0.1508 -5.0327 0.3889 0.19
H 0.0863 -4.8153 -1.3579 0.19
H -1.4221 -4.7941 -0.3374 0.22
```

Summary:
energy: -2482.049462 a.u.
maximum force: 4.2 eV Å⁻¹

=====

DFT (ωB97M-V/def2-TZVPD) results for a molecular structure, C3H4O3Rb.

Geometry as XYZ:
```
11
Properties=species:S:1:pos:R:3:nbo_charge:R:1
H 1.7424 -3.0117 -1.4043 -0.85
H 1.0928 2.8465 2.5762 0.11
C 0.6868 2.0361 1.9430 0.19
C -0.6476 1.8252 2.0517 -0.18
O -1.1973 0.8875 1.1530 -0.51
C -2.4901 0.7096 1.1119 0.33
O -2.6934 -0.2173 0.1986 -0.69
Rb 1.3868 -0.4146 -0.6420 0.83
O 1.4770 1.4272 1.1172 -0.89
H -1.3462 2.3207 2.7197 0.18
H -3.6400 -0.3816 0.1256 0.49
```

Summary:
energy: -366.415467 a.u.
charge: -1
maximum force: 1.5 eV Å⁻¹